# 1
# C7H12N2P

An isolated ion of composition C7H12N2P and charge +1 at a distorted geometry (wB97M-V/def2-TZVPD, OMol25).

```
! RIJCOSX wB97M-V def2-TZVPD def2/J DEFGRID3
* xyz 1 1
C 2.72794 0.40708 0.32864
N 1.48095 -0.45314 0.20802
C 1.82339 -1.86236 -0.00061
C 0.30401 0.14327 0.01694
C 0.13737 1.57490 -0.04831
C -1.05536 2.14745 -0.07057
N -2.15563 1.48146 0.00359
C -2.08054 -0.14289 0.01502
P -3.69987 -0.87021 0.08483
C -0.92050 -0.67673 -0.04132
H 2.80481 0.95514 1.19193
H 3.53382 -0.25469 0.39643
H 2.85146 1.15623 -0.59597
H 1.04120 -2.58894 -0.09842
H 2.58975 -2.21921 -0.74748
H 2.21510 -2.09975 1.03653
H 0.89188 2.22445 -0.28516
H -1.22680 3.20102 -0.12439
H -3.00796 1.84658 0.34743
H -3.51617 -2.18849 -0.41707
H -3.93817 -0.05955 -1.06588
H -0.80069 -1.72161 -0.13416
*
```

Its relative energy (zero: lowest compared OMol25 entry of this formula, charge and spin) is 151.0 kJ/mol. The gap between HOMO and LUMO is 9.1 eV. The calculation puts the HOMO energy at -0.47255 Eh.

These are the natural (NBO) partial charges, in e, on atoms 1 to 5:
1. C -0.407
2. N -0.327
3. C -0.447
4. C 0.364
5. C -0.389



# 2
# C7H12N3

An isolated ion of composition C7H12N3 and charge +1 at a distorted geometry (wB97M-V/def2-TZVPD, OMol25).

```
! RIJCOSX wB97M-V def2-TZVPD def2/J DEFGRID3
* xyz 1 1
C 1.91653 0.79484 0.76097
N 0.95019 0.08504 -0.01039
C 0.12339 1.09806 -0.73503
C -1.08772 1.59958 -0.00347
N -2.33328 1.17119 0.20123
C -2.76063 -0.10599 0.00945
C -1.75897 -1.03017 0.04243
N -0.79406 -1.60330 0.41423
C 0.45708 -2.13967 0.16709
C 1.31221 -1.17212 -0.62975
H 1.44167 1.50168 1.37984
H 2.34294 0.04198 1.37367
H 2.64396 1.22595 0.17529
H -0.22038 0.67778 -1.69348
H 0.74052 2.02214 -0.89326
H -1.04498 2.63745 0.42319
H -3.11287 1.78588 0.34761
H -3.87441 -0.33663 -0.17327
H 0.48590 -3.13047 -0.27328
H 0.97798 -2.35219 1.15227
H 2.40129 -1.58932 -0.29968
H 1.19363 -1.18170 -1.73563
*
```

Its relative energy (zero: lowest compared OMol25 entry of this formula, charge and spin) is 512.1 kJ/mol. The gap between HOMO and LUMO (alpha / beta) is 7.8 / 7.8 eV. The calculation puts the HOMO energy (alpha / beta) at -0.45183 / -0.45184 Eh.

These are the natural (NBO) partial charges, in e, on atoms 1 to 5:
1. C -0.390
2. N -0.467
3. C -0.301
4. C 0.145
5. N -0.377



# 3
# C7H12N3

An isolated ion of composition C7H12N3 and charge +1 at a distorted geometry (wB97M-V/def2-TZVPD, OMol25).

```
! RIJCOSX wB97M-V def2-TZVPD def2/J DEFGRID3
* xyz 1 3
C -1.20164 0.82452 0.48606
C -0.48278 -1.74201 -0.10821
C -2.07032 -0.08750 0.05634
C 2.46885 0.07201 -0.31802
C 1.93366 -1.23782 0.30907
C 1.22815 0.96414 -0.42204
C -3.52217 0.18716 -0.07978
N -1.67824 -1.37201 -0.29331
N 0.50896 -1.01407 0.49897
N 0.33622 0.39158 0.61836
H -1.35619 1.84570 0.76200
H -0.20358 -2.75026 -0.37740
H 3.22711 0.52301 0.32002
H 2.91430 -0.09521 -1.29516
H 2.08912 -2.10742 -0.32638
H 2.40110 -1.43258 1.27809
H 1.42029 2.01913 -0.24130
H 0.72539 0.84413 -1.38452
H -3.86982 -0.19876 -1.03459
H -3.74413 1.24612 0.00106
H -4.05767 -0.35947 0.69530
H 0.65219 0.69470 1.55002
*
```

Its relative energy (zero: lowest compared OMol25 entry of this formula, charge and spin) is 69.2 kJ/mol. The gap between HOMO and LUMO (alpha / beta) is 6.4 / 7.4 eV. The calculation puts the HOMO energy (alpha / beta) at -0.35436 / -0.52437 Eh.

These are the natural (NBO) partial charges, in e, on atoms 1 to 5:
1. C 0.046
2. C 0.119
3. C 0.055
4. C -0.443
5. C -0.236



# 4
# C7H12N3O

A 2-piece molecular cluster, C7H12N3O overall at a distorted geometry (wB97M-V/def2-TZVPD, OMol25).

```
! RIJCOSX wB97M-V def2-TZVPD def2/J DEFGRID3
* xyz 1 1
C 1.72945 -1.70026 0.07988
N 2.46887 -2.62237 -0.53569
N 2.15739 -0.44007 0.14868
N 0.56211 -2.03834 0.62664
H 2.14036 -3.58975 -0.58851
H 3.36498 -2.36285 -0.95541
H 3.05350 -0.18054 -0.27104
H 1.58978 0.26779 0.62122
H -0.00550 -1.33049 1.09918
H 0.23361 -3.00572 0.57382
O 0.35039 0.03346 1.28898
C -2.40361 2.07682 -1.07444
C -1.57618 1.09060 -1.61406
C -2.30764 2.38504 0.28152
C -0.66022 0.41625 -0.81038
C -1.39289 1.71441 1.09367
C -0.56941 0.72977 0.54612
H 0.30554 0.35610 2.22174
H -3.12416 2.60566 -1.71220
H -1.64294 0.83939 -2.68085
H -2.95199 3.15846 0.71997
H -0.00287 -0.36173 -1.22054
H -1.31854 1.95840 2.16163
*
```

Its relative energy (zero: lowest compared OMol25 entry of this formula, charge and spin) is 57.3 kJ/mol. The gap between HOMO and LUMO is 9.7 eV. The calculation puts the HOMO energy at -0.46098 Eh.

These are the natural (NBO) partial charges, in e, on atoms 1 to 5:
1. C 0.660
2. N -0.770
3. N -0.786
4. N -0.786
5. H 0.426



# 5
# C7H12N3O

An isolated ion of composition C7H12N3O and charge +1 at a distorted geometry (wB97M-V/def2-TZVPD, OMol25).

```
! RIJCOSX wB97M-V def2-TZVPD def2/J DEFGRID3
* xyz 1 1
C -1.50464 1.16126 -0.94187
C -0.53940 -0.01478 -0.75215
C -1.23020 -1.35154 -0.43366
C -1.21925 -1.44134 1.09576
N -0.16816 -0.51503 1.47386
C 0.27398 0.22860 0.49558
N 1.06278 1.27545 0.60404
C 2.28442 1.49770 0.42085
C 3.25208 0.40293 0.10765
N 2.48529 -0.80871 -0.14729
O 3.01244 -1.71192 -0.73547
H -2.08033 1.34916 -0.03936
H -2.19389 0.94348 -1.75450
H -0.95415 2.06426 -1.19170
H 0.10215 -0.09036 -1.63095
H -0.65754 -2.17351 -0.85991
H -2.23970 -1.39142 -0.83532
H -2.16756 -1.13035 1.54399
H -0.97788 -2.44191 1.45939
H 0.16872 -0.46699 2.42620
H 2.63994 2.51931 0.49396
H 3.87191 0.21840 0.99661
H 3.94481 0.67075 -0.70035
*
```

Its relative energy (zero: lowest compared OMol25 entry of this formula, charge and spin) is 271.3 kJ/mol. The gap between HOMO and LUMO (alpha / beta) is 9.1 / 9.1 eV. The calculation puts the HOMO energy (alpha / beta) at -0.49236 / -0.49237 Eh.

These are the natural (NBO) partial charges, in e, on atoms 1 to 5:
1. C -0.598
2. C -0.278
3. C -0.411
4. C -0.221
5. N -0.496



# 6
# C7H12N3OS

An isolated ion of composition C7H12N3OS and charge +1 at a distorted geometry (wB97M-V/def2-TZVPD, OMol25).

```
! RIJCOSX wB97M-V def2-TZVPD def2/J DEFGRID3
* xyz 1 1
C 2.18990 1.51794 2.50493
C 1.22216 0.57529 1.90523
O 1.57886 -0.21304 1.07548
C -0.22420 0.41831 2.54244
S -1.27269 -0.77148 1.68053
N -0.96880 -0.38921 -0.08532
N -1.01501 0.76417 -0.92391
C -0.72533 0.37730 -2.14290
C -0.56740 1.30272 -3.34782
C -0.56152 -0.99998 -2.09039
N -0.54912 -1.41372 -0.82897
C -0.38522 -2.85352 -0.47144
H 2.30901 1.23904 3.65047
H 2.99847 1.48874 1.87302
H 1.87928 2.45639 2.28870
H -0.63194 1.46144 2.74230
H -0.05037 -0.06375 3.59532
H -0.53458 0.76143 -4.33791
H -1.45561 1.90779 -3.33183
H 0.43740 1.78886 -3.07512
H -0.45328 -1.61635 -2.94267
H -0.13167 -3.52062 -1.20618
H 0.28129 -2.86506 0.42911
H -1.25858 -3.14395 -0.02856
*
```

Its relative energy (zero: lowest compared OMol25 entry of this formula, charge and spin) is 420.4 kJ/mol. The gap between HOMO and LUMO is 9.5 eV. The calculation puts the HOMO energy at -0.48948 Eh.

These are the natural (NBO) partial charges, in e, on atoms 1 to 5:
1. C -0.713
2. C 0.610
3. O -0.547
4. C -0.697
5. S 0.525



# 7
# C7H12N3Sn

C7H12N3Sn as an isolated structure at a distorted geometry (wB97M-V/def2-TZVPD, OMol25).

```
! RIJCOSX wB97M-V def2-TZVPD def2/J DEFGRID3
* xyz -1 1
C -1.08695 0.75533 -3.15012
Sn 0.04122 1.02644 -1.45898
N 1.12270 -1.28235 -2.10827
H 0.03002 2.48879 -0.61135
H 0.90005 1.33177 -2.94412
H -1.31834 1.75810 -3.60366
H -1.95703 0.34824 -2.60644
H -0.58077 -0.02281 -3.81004
H 0.88805 -1.89547 -1.33747
H 2.05865 -0.95195 -1.87834
H 1.09921 -1.80693 -2.95342
N 2.72233 0.04746 4.24323
C 1.90855 -0.19006 3.47069
C 0.77363 -0.37079 2.61320
C -0.53905 -0.30704 3.14148
C -1.66963 -0.26192 2.35601
C -1.47169 -0.11912 0.96682
N -0.17310 -0.21548 0.53861
C 0.97827 -0.19060 1.27201
H -0.63019 -0.13786 4.18832
H -2.66440 -0.27544 2.70893
H -2.30272 0.06487 0.24099
H 1.87120 0.20681 0.72191
*
```

Its relative energy (zero: lowest compared OMol25 entry of this formula, charge and spin) is 152.6 kJ/mol. The gap between HOMO and LUMO (alpha / beta) is 4.9 / 4.5 eV. The calculation puts the HOMO energy (alpha / beta) at -0.05667 / -0.04003 Eh.

These are the natural (NBO) partial charges, in e, on atoms 1 to 5:
1. C -1.103
2. Sn 0.899
3. N -1.076
4. H -0.271
5. H -0.338



# 8
# C7H12N4

One molecule with the formula C7H12N4 at a distorted geometry (wB97M-V/def2-TZVPD, OMol25).

```
! RIJCOSX wB97M-V def2-TZVPD def2/J DEFGRID3
* xyz 0 1
H -1.38593 -2.38291 -0.43697
N -2.29647 -2.09741 -0.09364
C -2.39142 -0.83025 -0.09263
N -3.57572 -0.30497 0.46363
C -3.89568 0.98431 0.48104
N -4.09687 2.13657 0.40783
N -1.57191 0.13085 -0.64202
C -0.22667 -0.25941 -1.11284
C 0.71122 -0.43856 0.04421
C 1.88068 0.16825 0.23505
C 2.50521 1.19693 -0.72128
C 2.79760 -0.15833 1.39311
H -4.22774 -0.98870 0.76782
H -1.63035 1.09163 -0.31493
H 0.11128 0.49273 -1.81271
H -0.29147 -1.18473 -1.68783
H 0.37941 -1.16078 0.79381
H 3.42280 0.76036 -1.15192
H 1.82735 1.55073 -1.52717
H 2.84126 2.05830 -0.15933
H 2.28604 -0.80960 2.12555
H 3.70400 -0.68474 1.08786
H 3.12336 0.72972 1.95335
*
```

Its relative energy (zero: lowest compared OMol25 entry of this formula, charge and spin) is 0.0 kJ/mol. The gap between HOMO and LUMO is 10.0 eV. The calculation puts the HOMO energy at -0.34102 Eh.

These are the natural (NBO) partial charges, in e, on atoms 1 to 5:
1. H 0.344
2. N -0.751
3. C 0.592
4. N -0.656
5. C 0.415



# 9
# C7H12N4

A 2-piece molecular cluster, C7H12N4 overall at a distorted geometry (wB97M-V/def2-TZVPD, OMol25).

```
! RIJCOSX wB97M-V def2-TZVPD def2/J DEFGRID3
* xyz 0 1
C -0.67678 -1.91368 -1.06458
C -0.69572 -1.00184 -2.14763
C -0.02846 -1.60122 0.10108
C -0.10084 0.18339 -1.92857
C 0.47156 0.55749 -0.62253
C -0.23072 1.27668 -2.94577
C 1.09852 -0.10912 2.98451
N 0.88880 1.78850 -0.53003
N 0.60462 -0.36944 0.32477
N -1.10451 0.36593 2.37033
N 0.18362 0.55109 2.06877
H -1.07624 -2.90721 -1.26069
H -0.99295 -1.33881 -3.18934
H 0.10482 -2.33554 0.87647
H -0.57066 0.98387 -3.93752
H 0.66223 1.89086 -3.32484
H -0.87136 1.97398 -2.40538
H 0.75184 -0.89653 3.71240
H 2.14203 -0.28818 2.55432
H 1.39843 0.80286 3.68119
H 1.23430 2.02969 0.44626
H -1.72129 0.92963 1.80888
H -1.47125 -0.57238 2.42790
*
```

Its relative energy (zero: lowest compared OMol25 entry of this formula, charge and spin) is 370.2 kJ/mol. The gap between HOMO and LUMO is 6.6 eV. The calculation puts the HOMO energy at -0.26262 Eh.

These are the natural (NBO) partial charges, in e, on atoms 1 to 5:
1. C -0.279
2. C -0.213
3. C -0.046
4. C -0.013
5. C 0.330



# 10
# C7H12N4O4

One molecule with the formula C7H12N4O4 at a distorted geometry (wB97M-V/def2-TZVPD, OMol25).

```
! RIJCOSX wB97M-V def2-TZVPD def2/J DEFGRID3
* xyz 0 1
C -1.01685 -1.11396 1.56212
C -1.51292 -0.67318 -2.07895
C 1.27212 -1.31774 2.25592
C 0.52918 0.35490 0.68533
C 2.37682 -1.06563 0.12309
C 0.32165 0.80320 -0.76250
C -1.30574 0.63021 -1.10591
N -0.18917 -1.68396 2.27255
N 1.54204 -0.46114 1.08958
N 0.11868 1.26888 1.72171
N -1.71973 1.84016 -1.79228
O -2.36818 -0.31667 -3.05217
O -0.73232 2.05639 1.34594
O -1.05604 -1.75432 -1.92402
O 0.61009 1.27358 2.83915
H -1.96728 -1.40159 1.28078
H 1.49506 -0.82029 3.20342
H 1.81347 -2.27045 2.00457
H 1.79821 -1.41199 -0.67470
H 2.95819 -0.14483 -0.31324
H 3.04741 -1.77271 0.52771
H 0.81499 0.15451 -1.49236
H 0.50105 1.82916 -0.80233
H -1.90093 0.37664 -0.25160
H -2.66730 0.64110 -3.13674
H -0.93434 2.32557 -2.30223
H -1.82817 2.65417 -1.22286
*
```

Its relative energy (zero: lowest compared OMol25 entry of this formula, charge and spin) is 556.5 kJ/mol. The gap between HOMO and LUMO is 7.9 eV. The calculation puts the HOMO energy at -0.29889 Eh.

These are the natural (NBO) partial charges, in e, on atoms 1 to 5:
1. C 0.112
2. C 0.797
3. C -0.072
4. C 0.257
5. C -0.393



# 11
# C7H12N4OS

A 2-piece molecular cluster, C7H12N4OS overall at a distorted geometry (wB97M-V/def2-TZVPD, OMol25).

```
! RIJCOSX wB97M-V def2-TZVPD def2/J DEFGRID3
* xyz 0 1
C 3.85160 -0.74706 -0.24651
C 3.22379 -0.50615 0.97942
C 3.21661 -0.36771 -1.40379
C 1.95436 0.05882 1.03048
C 1.98038 0.26167 -1.35926
C 1.34631 0.57468 -0.11674
C -3.17318 1.39296 0.54347
N -2.38775 -1.56557 1.06599
N 0.11265 1.10297 -0.14985
N -3.39424 0.59959 -0.64822
N -2.22831 0.08264 -1.14361
O -0.97658 -2.42136 -0.97469
S -1.31134 -1.34425 -0.05293
H 4.83916 -1.15543 -0.32796
H 3.65785 -1.02229 1.83460
H 3.90944 -0.24762 -2.14841
H 1.43627 0.41177 1.89745
H 1.48691 0.52576 -2.32106
H -2.97921 0.59357 1.32259
H -2.20968 2.07715 0.44923
H -4.10415 1.84504 0.99078
H -2.44385 -2.35718 1.59396
H -0.26358 1.50899 0.71267
H -4.18639 -0.02492 -0.54524
H -1.35708 0.72390 -0.98236
*
```

Its relative energy (zero: lowest compared OMol25 entry of this formula, charge and spin) is 525.7 kJ/mol. The gap between HOMO and LUMO (alpha / beta) is 7.4 / 5.8 eV. The calculation puts the HOMO energy (alpha / beta) at -0.31162 / -0.28167 Eh.

These are the natural (NBO) partial charges, in e, on atoms 1 to 5:
1. C -0.152
2. C -0.216
3. C -0.234
4. C -0.192
5. C -0.143